Computed, not measured: a molecular structure, C18H18IIrN3O3SSbSe4, with ωB97M-V/def2-TZVPD.

Geometry (Å):
Ir  -1.045  -0.227  0.413
C  -1.311  4.144  1.682
C  0.036  3.664  1.242
N  0.952  4.539  0.920
C  2.147  4.108  0.470
C  2.477  2.786  0.330
C  3.854  2.399  -0.153
O  3.862  1.411  -1.159
C  1.491  1.824  0.659
C  1.805  0.421  0.591
N  0.923  -0.538  0.681
C  1.370  -1.889  0.847
C  2.552  -2.374  0.299
C  2.900  -3.705  0.459
C  2.092  -4.565  1.185
C  0.940  -4.083  1.790
C  0.601  -2.754  1.624
I  -1.047  -1.975  2.636
C  0.243  2.256  1.134
O  -0.722  1.466  1.532
H  -1.286  5.224  1.800
H  -1.616  3.668  2.614
H  -2.057  3.875  0.930
H  2.857  4.880  0.200
H  4.435  1.979  0.678
H  4.372  3.311  -0.475
H  3.331  1.729  -1.916
H  2.853  0.153  0.549
H  3.178  -1.730  -0.299
H  3.800  -4.070  -0.014
H  2.352  -5.610  1.282
H  0.313  -4.733  2.384
Se  1.190  -3.140  -3.437
Sb  0.436  0.621  -3.641
Se  2.069  -1.205  -2.718
Se  -1.037  1.175  -1.558
Se  2.049  2.445  -3.637
S  -2.777  -3.720  -2.324
C  -1.951  -2.644  -1.410
N  -1.415  -1.880  -0.704
C  -4.443  -1.806  0.156
C  -4.069  -0.425  -0.273
C  -4.858  0.216  -1.364
O  -3.127  0.186  0.228
H  -5.476  -1.801  0.505
H  -3.776  -2.161  0.936
H  -4.386  -2.480  -0.704
H  -5.926  0.041  -1.248
H  -4.533  -0.279  -2.285
H  -4.623  1.273  -1.436

**ΔE to the lowest compared entry with this formula, charge and spin**: 0.0 kJ/mol
**Charge**: -1
**Spin multiplicity**: 2
**LUMO (spin up / spin down)**: 0.063 / 0.049 hartree
**Energy**: -319273.1367 eV